[1]
Entry from OMol25: C15H18N4O4 in the gas phase (ωB97M-V with the def2-TZVPD basis set).

CARTESIAN COORDINATES (ANGSTROEM)
1 N 1.12 -2.15 -1.52
2 C 1.15 -2.03 -0.12
3 C 2.45 -2.27 0.66
4 C 3.55 -1.23 0.14
5 C 4.84 -1.05 0.58
6 N 5.28 0.11 -0.04
7 C 4.28 0.55 -0.88
8 N 3.19 -0.18 -0.73
9 C 0.52 -0.68 0.41
10 O 0.45 -0.43 1.63
11 N 0.21 0.14 -0.55
12 C -0.45 1.41 -0.37
13 C -1.53 1.68 0.75
14 C -2.74 0.80 0.52
15 C -3.65 1.16 -0.50
16 C -4.68 0.37 -0.85
17 C -4.88 -0.90 -0.21
18 O -5.80 -1.71 -0.74
19 C -4.01 -1.22 0.87
20 C -2.95 -0.32 1.31
21 C 0.63 2.55 -0.11
22 O 0.28 3.68 0.12
23 O 1.90 2.14 -0.02
24 H 1.24 -3.11 -1.86
25 H 1.69 -1.56 -2.09
26 H 0.39 -2.72 0.31
27 H 2.26 -2.09 1.78
28 H 2.73 -3.31 0.58
29 H 5.48 -1.48 1.33
30 H 6.24 0.42 -0.08
31 H 4.42 1.48 -1.46
32 H 0.41 -0.16 -1.49
33 H -0.89 1.78 -1.33
34 H -1.10 1.43 1.75
35 H -1.88 2.69 0.57
36 H -3.55 2.15 -1.01
37 H -5.25 0.78 -1.61
38 H -5.76 -2.61 -0.47
39 H -4.34 -2.01 1.61
40 H -2.55 -0.55 2.23
41 H 1.99 1.13 0.03

The energy above the lowest of the compared OMol25 structures with the same formula, charge and spin is 63.79 kcal/mol. As for the SMILES: N[C@@H](Cc1c[nH]cn1)C(=O)N[C@@H](Cc1ccc(O)cc1)C(=O)O. Its total charge is 0. The multiplicity is 1. As for the total energy: -1102.377871 hartree.



[2]
Entry from OMol25: a gas-phase ion, C15H18NO2 (charge +1) (ωB97M-V with the def2-TZVPD basis set).

CARTESIAN COORDINATES (ANGSTROEM)
1 C -5.67 -0.16 -1.05
2 O -4.79 -1.31 -1.14
3 C -3.48 -1.16 -0.79
4 C -2.66 -2.32 -0.89
5 C -1.36 -2.30 -0.44
6 C -0.80 -1.10 0.02
7 C 0.67 -1.19 0.43
8 N 0.64 -1.65 1.66
9 O 1.94 -1.95 2.32
10 C 1.58 0.03 0.14
11 C 2.92 -0.11 0.52
12 C 3.81 0.94 0.36
13 C 3.36 2.15 -0.22
14 C 4.29 3.34 -0.29
15 C 2.05 2.24 -0.71
16 C 1.16 1.16 -0.57
17 C -1.62 0.03 0.22
18 C -2.93 0.03 -0.25
19 H -6.65 -0.57 -1.30
20 H -5.68 0.27 -0.04
21 H -5.38 0.60 -1.79
22 H -3.11 -3.23 -1.32
23 H -0.70 -3.15 -0.63
24 H 1.15 -2.02 0.01
25 H 0.33 -0.84 2.19
26 H 0.24 -2.62 1.51
27 H 1.80 -2.08 3.25
28 H 3.28 -1.06 0.92
29 H 4.86 0.85 0.66
30 H 3.72 4.27 -0.38
31 H 4.89 3.38 0.61
32 H 4.96 3.27 -1.15
33 H 1.70 3.14 -1.22
34 H 0.18 1.17 -1.02
35 H -1.17 0.97 0.57
36 H -3.53 0.95 -0.19

The energy above the lowest of the compared OMol25 structures with the same formula, charge and spin is 24.70 kcal/mol. As for the SMILES: COc1ccc([C@H]([NH2+]O)c2ccc(C)cc2)cc1. Its total charge is +1. The multiplicity is 1. As for the total energy: -787.238240 hartree.



[3]
Entry from OMol25: 2 unconnected molecules or ions with the total composition C15H18O2 (ωB97M-V with the def2-TZVPD basis set).

CARTESIAN COORDINATES (ANGSTROEM)
1 C 2.80 -3.62 0.14
2 C 2.22 -2.31 0.51
3 C 0.89 -2.09 -0.22
4 C -0.23 -2.73 0.24
5 C -1.45 -2.63 -0.45
6 C -1.48 -1.82 -1.55
7 O -2.65 -1.65 -2.27
8 C -0.31 -1.36 -2.17
9 C 0.85 -1.36 -1.45
10 H 3.65 -3.87 0.81
11 H 3.07 -3.71 -0.93
12 H 1.99 -4.36 0.19
13 H 2.08 -2.10 1.59
14 H 2.85 -1.44 0.29
15 H -0.21 -3.40 1.09
16 H -2.37 -2.96 0.05
17 H -3.39 -1.72 -1.64
18 H -0.36 -0.91 -3.16
19 H 1.80 -1.09 -1.92
20 C -1.29 1.79 -1.48
21 C -0.86 2.39 -0.16
22 C 0.38 2.22 0.38
23 C 0.78 2.86 1.55
24 C -0.14 3.64 2.20
25 O 0.17 4.68 3.02
26 C -1.52 3.65 1.80
27 C -1.86 2.98 0.67
28 H -0.97 0.73 -1.39
29 H -0.84 2.36 -2.30
30 H -2.35 1.70 -1.68
31 H 1.22 1.82 -0.19
32 H 1.77 2.80 2.00
33 H 0.93 4.61 3.61
34 H -2.31 4.02 2.50
35 H -2.88 2.87 0.31

The energy above the lowest of the compared OMol25 structures with the same formula, charge and spin is 36.79 kcal/mol. As for the SMILES: CCc1ccc(O)cc1.Cc1ccc(O)cc1. Its total charge is 0. The multiplicity is 1. As for the total energy: -732.807708 hartree.



[4]
Entry from OMol25: 2 unconnected molecules or ions with the total composition C15H18O3 (ωB97M-V with the def2-TZVPD basis set).

CARTESIAN COORDINATES (ANGSTROEM)
1 C 0.85 -1.55 1.67
2 C -0.02 -0.39 1.43
3 C 0.53 0.93 1.57
4 O 1.68 1.14 1.97
5 C -0.38 2.09 1.16
6 C -1.17 1.71 -0.06
7 O -1.88 0.45 0.11
8 C -1.28 -0.60 0.73
9 O -1.82 -1.70 0.71
10 H 0.40 -2.45 1.23
11 H 1.85 -1.39 1.23
12 H 1.00 -1.72 2.75
13 H -1.05 2.33 2.00
14 H 0.23 2.96 0.94
15 H -1.96 2.44 -0.28
16 H -0.50 1.64 -0.93
17 C -2.88 -2.44 3.53
18 C -2.78 -1.14 4.23
19 C -3.81 -0.13 3.86
20 C -1.97 -0.99 5.39
21 C -1.74 0.29 5.99
22 C -0.96 0.41 7.14
23 C -0.39 -0.72 7.74
24 C -0.62 -1.99 7.19
25 C -1.39 -2.13 6.04
26 H -1.92 -2.96 3.51
27 H -3.62 -3.10 4.02
28 H -3.18 -2.29 2.49
29 H -3.62 0.87 4.24
30 H -3.90 -0.09 2.77
31 H -4.80 -0.44 4.24
32 H -2.19 1.18 5.54
33 H -0.79 1.40 7.56
34 H 0.22 -0.61 8.63
35 H -0.20 -2.87 7.66
36 H -1.59 -3.13 5.64

The energy above the lowest of the compared OMol25 structures with the same formula, charge and spin is 78.59 kcal/mol. Its total charge is 0. The multiplicity is 1. As for the total energy: -807.991593 hartree.



[5]
Entry from OMol25: a molecular structure, C15H19AsBrF2N6SZn (ωB97M-V with the def2-TZVPD basis set).

CARTESIAN COORDINATES (ANGSTROEM)
1 Zn 0.44 -0.62 0.25
2 N 4.68 -1.43 0.32
3 C 3.75 -0.46 0.40
4 N 2.57 -1.00 0.18
5 C 2.85 -2.32 -0.03
6 N 4.12 -2.61 0.04
7 C 1.78 -3.26 -0.34
8 C 1.98 -4.63 -0.48
9 N 0.98 -5.44 -0.82
10 C -0.22 -4.89 -1.00
11 C -0.43 -3.53 -0.83
12 N 0.57 -2.72 -0.50
13 H 5.68 -1.35 0.43
14 H 3.96 0.57 0.61
15 H 2.95 -5.07 -0.32
16 H -1.02 -5.55 -1.29
17 H -1.41 -3.07 -0.95
18 F -1.64 0.02 2.00
19 C -0.59 -0.95 1.98
20 F -1.26 -2.18 1.90
21 H -0.19 -0.91 3.00
22 Br 2.17 6.10 0.40
23 C 1.73 4.27 0.41
24 C 1.81 3.53 -0.76
25 C 1.47 2.19 -0.70
26 N 1.09 1.58 0.43
27 C 1.03 2.30 1.54
28 C 1.33 3.65 1.58
29 H 2.12 3.97 -1.69
30 H 1.48 1.58 -1.60
31 H 0.73 1.78 2.44
32 H 1.26 4.21 2.50
33 C -4.05 -0.39 -0.08
34 As -2.75 0.89 -0.74
35 C -3.68 1.76 -2.19
36 C -2.48 2.32 0.54
37 S -1.04 0.00 -1.62
38 H -4.84 0.15 0.44
39 H -3.58 -1.10 0.59
40 H -4.45 -0.90 -0.95
41 H -4.63 2.14 -1.83
42 H -3.86 1.03 -2.97
43 H -3.09 2.57 -2.59
44 H -3.45 2.78 0.72
45 H -1.80 3.05 0.10
46 H -2.08 1.94 1.47

The energy above the lowest of the compared OMol25 structures with the same formula, charge and spin is 4.46 kcal/mol. Its total charge is +1. The multiplicity is 1. As for the total energy: -8098.409905 hartree.



[6]
Entry from OMol25: a molecular structure, C15H19AsCuF3O2S2 (ωB97M-V with the def2-TZVPD basis set).

CARTESIAN COORDINATES (ANGSTROEM)
1 Cu 2.37 -2.82 -0.75
2 C -0.52 -1.14 -3.73
3 C 0.45 -1.84 -2.87
4 S 1.12 -1.09 -1.51
5 C 0.76 -3.14 -3.22
6 C 0.06 -3.74 -4.39
7 S 1.91 -4.10 -2.45
8 H -0.59 -0.09 -3.49
9 H -1.53 -1.58 -3.64
10 H -0.28 -1.25 -4.82
11 H 0.06 -3.19 -5.34
12 H -1.06 -3.87 -4.22
13 H 0.58 -4.69 -4.52
14 F 2.81 -2.23 3.75
15 C 3.84 -2.86 3.16
16 F 4.81 -1.91 3.13
17 F 4.25 -3.81 4.00
18 C 3.61 -3.41 1.70
19 O 4.29 -4.36 1.35
20 O 2.73 -2.71 1.15
21 C -1.48 2.74 3.67
22 As 0.36 2.48 3.13
23 C 0.34 0.52 2.89
24 C 0.07 3.32 1.36
25 C -1.14 2.95 0.52
26 C -1.12 1.73 -0.20
27 C -2.13 1.41 -1.09
28 C -3.15 2.31 -1.32
29 C -3.19 3.50 -0.64
30 C -2.15 3.84 0.24
31 H -2.21 2.13 3.11
32 H -1.72 3.82 3.50
33 H -1.69 2.59 4.73
34 H 0.00 0.31 1.87
35 H -0.42 0.06 3.50
36 H 1.35 0.05 2.97
37 H 0.95 3.02 0.79
38 H 0.09 4.41 1.43
39 H -0.33 1.02 -0.09
40 H -2.06 0.48 -1.69
41 H -3.98 2.02 -1.93
42 H -3.91 4.29 -0.80
43 H -2.17 4.80 0.76

The energy above the lowest of the compared OMol25 structures with the same formula, charge and spin is 0.00 kcal/mol. Its total charge is -1. The multiplicity is 2. As for the total energy: -5705.784114 hartree.



[7]
Entry from OMol25: a molecular structure, C15H19BrF16O3Si2 (ωB97M-V with the def2-TZVPD basis set).

CARTESIAN COORDINATES (ANGSTROEM)
1 C -1.75 2.73 1.82
2 C -1.45 2.24 0.73
3 Si -0.99 0.98 -0.64
4 O -2.27 0.69 -1.74
5 Si -2.40 1.88 -2.98
6 C -0.75 2.57 -3.64
7 C -0.79 2.81 -5.23
8 C -1.84 3.91 -5.66
9 Br 1.02 3.50 -5.70
10 H -1.75 3.12 2.87
11 H -0.65 -0.33 -0.06
12 H 0.25 1.45 -1.27
13 H -3.08 1.22 -4.12
14 H -3.25 3.03 -2.60
15 H -0.52 3.54 -3.08
16 H 0.15 1.90 -3.46
17 H -1.02 1.80 -5.69
18 H -2.92 3.60 -5.54
19 H -1.70 4.90 -5.12
20 H -1.64 4.12 -6.76
21 C 1.95 3.10 5.38
22 C 1.77 2.52 6.80
23 C 2.73 1.39 7.18
24 F 2.59 0.31 6.38
25 F 2.48 0.97 8.44
26 F 0.48 2.13 6.96
27 F 1.96 3.54 7.68
28 O 1.05 2.62 4.38
29 C 1.42 1.45 3.69
30 C 0.40 0.32 3.90
31 F 0.30 -0.02 5.20
32 F 0.79 -0.79 3.23
33 F 2.67 1.09 4.03
34 F 1.46 1.78 2.39
35 H 1.71 4.16 5.47
36 H 2.99 3.08 5.05
37 H 3.77 1.73 7.13
38 H -0.59 0.62 3.54
39 C -0.65 -4.04 -0.83
40 C 0.46 -3.10 -1.35
41 C 0.16 -2.40 -2.68
42 F 0.00 -3.28 -3.69
43 F 1.20 -1.60 -3.02
44 F 1.62 -3.79 -1.41
45 F 0.63 -2.14 -0.41
46 O -0.47 -5.44 -1.08
47 C -0.93 -5.94 -2.31
48 C 0.21 -6.54 -3.15
49 F 1.14 -5.60 -3.44
50 F -0.27 -7.01 -4.32
51 F -1.62 -5.00 -2.97
52 F -1.82 -6.92 -2.00
53 H -0.63 -3.96 0.26
54 H -1.65 -3.70 -1.11
55 H -0.74 -1.78 -2.61
56 H 0.70 -7.35 -2.62

Its total charge is 0. The multiplicity is 1. As for the total energy: -5559.533190 hartree.



[8]
Entry from OMol25: C15H19Cl2NO in the gas phase (ωB97M-V with the def2-TZVPD basis set).

CARTESIAN COORDINATES (ANGSTROEM)
1 O -0.80 -1.65 -0.82
2 C -1.12 -1.02 0.17
3 C -0.16 -0.70 1.32
4 C 1.25 -0.62 0.83
5 C 1.90 -1.76 0.37
6 C 3.19 -1.68 -0.12
7 C 3.85 -0.47 -0.14
8 Cl 5.47 -0.38 -0.74
9 C 3.21 0.68 0.32
10 Cl 4.02 2.20 0.29
11 C 1.91 0.60 0.80
12 N -2.37 -0.56 0.37
13 C -3.46 -0.79 -0.56
14 C -4.69 -1.31 0.18
15 C -5.49 -0.27 0.97
16 C -6.27 0.68 0.07
17 C -5.50 1.94 -0.34
18 C -4.02 1.73 -0.66
19 C -3.70 0.45 -1.44
20 H -0.26 -1.52 2.04
21 H -0.46 0.22 1.81
22 H 1.38 -2.71 0.38
23 H 3.69 -2.57 -0.48
24 H 1.43 1.50 1.14
25 H -2.59 -0.07 1.22
26 H -3.10 -1.59 -1.23
27 H -5.36 -1.78 -0.55
28 H -4.35 -2.10 0.86
29 H -6.20 -0.82 1.60
30 H -4.84 0.29 1.64
31 H -6.58 0.14 -0.83
32 H -7.18 1.00 0.58
33 H -5.99 2.37 -1.22
34 H -5.57 2.68 0.46
35 H -3.67 2.59 -1.24
36 H -3.44 1.74 0.27
37 H -4.51 0.24 -2.14
38 H -2.79 0.61 -2.01

The energy above the lowest of the compared OMol25 structures with the same formula, charge and spin is 1.08 kcal/mol. As for the SMILES: O=C(Cc1ccc(Cl)c(Cl)c1)NC1CCCCCC1. Its total charge is 0. The multiplicity is 1. As for the total energy: -1633.397932 hartree.



[9]
Entry from OMol25: C15H19ClN2O3 in the gas phase (ωB97M-V with the def2-TZVPD basis set).

CARTESIAN COORDINATES (ANGSTROEM)
1 C -0.06 -4.79 -1.48
2 C -0.65 -4.77 -0.09
3 O -0.56 -3.43 0.42
4 C -0.97 -3.25 1.67
5 O -1.41 -4.12 2.37
6 C -0.80 -1.80 2.11
7 C -1.56 -0.85 1.19
8 C -1.33 0.60 1.63
9 N 0.08 0.91 1.62
10 C 0.79 1.52 0.61
11 O 1.98 1.38 0.49
12 N 0.03 2.36 -0.19
13 C 0.47 3.12 -1.27
14 C 1.72 2.96 -1.86
15 C 2.06 3.74 -2.95
16 C 1.19 4.69 -3.47
17 C -0.05 4.84 -2.87
18 Cl -1.17 6.01 -3.49
19 C -0.42 4.07 -1.78
20 C 0.84 0.05 2.51
21 C 0.68 -1.42 2.12
22 H -0.11 -5.80 -1.89
23 H 0.98 -4.48 -1.46
24 H -0.61 -4.12 -2.14
25 H -1.70 -5.07 -0.09
26 H -0.11 -5.44 0.59
27 H -1.20 -1.73 3.13
28 H -1.20 -0.98 0.16
29 H -2.63 -1.07 1.21
30 H -1.70 0.73 2.65
31 H -1.89 1.26 0.97
32 H -0.89 2.59 0.13
33 H 2.41 2.24 -1.47
34 H 3.03 3.62 -3.40
35 H 1.46 5.30 -4.31
36 H -1.39 4.21 -1.33
37 H 0.46 0.20 3.53
38 H 1.88 0.35 2.46
39 H 1.10 -1.57 1.12
40 H 1.24 -2.05 2.82

The energy above the lowest of the compared OMol25 structures with the same formula, charge and spin is 6.26 kcal/mol. As for the SMILES: CCOC(=O)C1CCN(C(=O)Nc2cccc(Cl)c2)CC1. Its total charge is 0. The multiplicity is 1. As for the total energy: -1378.470832 hartree.



[10]
Entry from OMol25: C15H19N3O4 in the gas phase (ωB97M-V with the def2-TZVPD basis set).

CARTESIAN COORDINATES (ANGSTROEM)
1 C 0.22 1.01 -3.33
2 C -0.42 1.97 -2.29
3 O -1.78 1.94 -2.57
4 C -0.19 1.41 -0.87
5 N -0.94 0.21 -0.62
6 C -2.16 0.07 -0.02
7 O -3.18 0.75 -0.09
8 C -2.25 -1.02 1.11
9 N -3.52 -1.57 1.44
10 C -1.08 -2.14 0.99
11 C 0.32 -1.80 1.34
12 C 0.79 -1.56 2.64
13 N 2.12 -1.13 2.59
14 C 2.57 -1.06 1.24
15 C 3.81 -1.06 0.70
16 C 3.97 -1.20 -0.71
17 C 2.86 -1.42 -1.57
18 C 1.61 -1.59 -0.96
19 C 1.36 -1.30 0.50
20 C -0.60 2.55 0.09
21 O -0.69 3.71 -0.08
22 O -0.72 1.96 1.28
23 H 0.22 1.43 -4.40
24 H -0.57 0.15 -3.40
25 H 1.33 0.79 -3.21
26 H -0.11 2.98 -2.37
27 H -2.21 1.93 -1.78
28 H 0.85 1.15 -0.56
29 H -0.32 -0.49 -0.30
30 H -1.93 -0.40 2.02
31 H -4.03 -2.07 0.74
32 H -4.04 -0.87 1.97
33 H -1.05 -2.33 -0.10
34 H -1.42 -3.10 1.49
35 H 0.35 -1.72 3.69
36 H 2.82 -1.05 3.26
37 H 4.82 -0.94 1.05
38 H 4.95 -1.18 -1.23
39 H 2.87 -1.30 -2.61
40 H 0.81 -2.08 -1.56
41 H -0.97 2.57 1.98

The energy above the lowest of the compared OMol25 structures with the same formula, charge and spin is 77.75 kcal/mol. As for the SMILES: C[C@@H](O)[C@H](NC(=O)[C@@H](N)Cc1c[nH]c2ccccc12)C(=O)O. Its total charge is 0. The multiplicity is 1. As for the total energy: -1048.151771 hartree.



[11]
Entry from OMol25: C15H19N3O4S in the gas phase (ωB97M-V with the def2-TZVPD basis set).

CARTESIAN COORDINATES (ANGSTROEM)
1 C -7.07 -1.66 -1.01
2 C -6.48 -0.78 0.07
3 O -5.05 -0.82 -0.03
4 C -4.39 0.31 0.04
5 O -4.85 1.42 0.20
6 C -2.88 0.10 -0.12
7 O -2.34 -0.97 -0.30
8 N -2.21 1.27 -0.02
9 C -0.84 1.32 -0.13
10 S 0.06 -0.11 -0.44
11 C 1.55 0.80 -0.42
12 C 2.85 0.18 -0.79
13 O 3.49 0.62 -1.73
14 N 3.28 -0.87 -0.05
15 C 2.65 -1.34 1.16
16 C 1.88 -2.64 0.95
17 C 4.55 -1.48 -0.43
18 C 5.73 -0.77 0.22
19 C 1.35 2.13 -0.22
20 C 2.42 3.17 -0.15
21 C -0.03 2.44 -0.03
22 C -0.53 3.72 0.23
23 N -0.95 4.77 0.44
24 H -8.16 -1.67 -0.92
25 H -6.81 -1.29 -2.00
26 H -6.70 -2.67 -0.91
27 H -6.74 -1.15 1.06
28 H -6.81 0.26 -0.03
29 H -2.74 2.12 0.13
30 H 1.98 -0.57 1.54
31 H 3.44 -1.50 1.91
32 H 1.42 -2.95 1.89
33 H 2.53 -3.44 0.61
34 H 1.09 -2.51 0.22
35 H 4.52 -2.53 -0.14
36 H 4.64 -1.41 -1.51
37 H 5.65 -0.79 1.31
38 H 6.66 -1.26 -0.07
39 H 5.76 0.26 -0.11
40 H 2.05 4.12 -0.52
41 H 2.75 3.31 0.88
42 H 3.27 2.86 -0.75

The energy above the lowest of the compared OMol25 structures with the same formula, charge and spin is 10.83 kcal/mol. As for the SMILES: CCOC(=O)C(=O)Nc1sc(C(=O)N(CC)CC)c(C)c1C#N. Its total charge is 0. The multiplicity is 1. As for the total energy: -1446.439725 hartree.



[12]
Entry from OMol25: C15H19N7S in the gas phase (ωB97M-V with the def2-TZVPD basis set).

CARTESIAN COORDINATES (ANGSTROEM)
1 C -5.33 -2.66 -0.49
2 C -4.46 -1.42 -0.55
3 S -3.01 -1.61 0.55
4 C -2.32 -0.04 0.32
5 N -2.81 0.86 -0.50
6 C -1.98 1.95 -0.36
7 C -2.01 3.18 -0.99
8 C -1.03 4.10 -0.65
9 C -0.04 3.80 0.28
10 C 0.01 2.58 0.92
11 C -0.97 1.65 0.58
12 N -1.23 0.37 1.02
13 C -0.40 -0.42 1.89
14 C 0.75 -0.98 1.10
15 N 0.61 -2.20 0.62
16 C 1.63 -2.62 -0.14
17 N 1.55 -3.88 -0.62
18 N 2.71 -1.91 -0.43
19 C 2.75 -0.68 0.11
20 N 3.81 0.09 -0.15
21 C 4.90 -0.37 -0.98
22 C 3.91 1.43 0.36
23 N 1.78 -0.18 0.89
24 H -6.19 -2.53 -1.15
25 H -4.77 -3.53 -0.81
26 H -5.69 -2.82 0.52
27 H -4.07 -1.24 -1.56
28 H -4.99 -0.53 -0.22
29 H -2.78 3.41 -1.71
30 H -1.03 5.07 -1.13
31 H 0.71 4.55 0.51
32 H 0.78 2.34 1.64
33 H -0.03 0.21 2.70
34 H -1.00 -1.24 2.29
35 H 2.24 -4.19 -1.28
36 H 0.69 -4.38 -0.49
37 H 5.84 -0.33 -0.42
38 H 4.69 -1.39 -1.28
39 H 4.99 0.26 -1.86
40 H 4.79 1.53 1.00
41 H 4.00 2.14 -0.46
42 H 3.02 1.65 0.94

The energy above the lowest of the compared OMol25 structures with the same formula, charge and spin is 0.00 kcal/mol. As for the SMILES: CCSc1nc2ccccc2n1Cc1nc(N)nc(N(C)C)n1. Its total charge is 0. The multiplicity is 1. As for the total energy: -1364.553873 hartree.



Q: Which of these has the highest multiplicity?
A: C15H19AsCuF3O2S2



Q: Which formula does entry 11 have?
A: C15H19N3O4S



Q: Look up the multiplicity of the twelfth one.
A: 1